# 1
176
Properties=species:S:1:pos:R:3:mulliken_charge:R:1 method="wB97M-V/def2-TZVPD" charge=-1 spin_multiplicity=1 homo_energy_ha=-0.24559 lumo_energy_ev=1.5
C -1.84 -22.88 -11.46 -1.18
C -0.82 -23.05 -10.27 1.16
O 0.12 -24.07 -10.54 -0.61
H -2.47 -22.00 -11.32 0.60
H -2.50 -23.74 -11.45 0.25
H -1.42 -23.01 -12.42 -0.36
H -1.34 -23.38 -9.37 -0.79
H -0.45 -22.05 -10.11 0.05
C 1.29 -19.07 -8.66 0.51
O 2.08 -19.06 -9.61 -0.77
N 1.71 -19.64 -7.47 -0.24
N -0.03 -18.68 -8.66 -0.09
H 1.12 -19.58 -6.65 0.15
H 2.64 -19.82 -7.32 0.22
H -0.45 -18.54 -9.52 0.10
H -0.59 -18.99 -7.92 0.16
C -1.20 -15.97 -14.75 0.64
O -0.64 -15.60 -13.73 -0.74
N -0.83 -17.06 -15.50 -0.27
N -2.25 -15.22 -15.27 -0.56
H -0.94 -17.02 -16.47 0.19
H -0.17 -17.68 -15.01 0.28
H -2.55 -14.47 -14.63 0.25
H -2.93 -15.69 -15.81 0.21
C -4.86 -22.90 -17.54 0.35
O -5.80 -23.25 -18.24 -0.69
N -3.83 -23.71 -17.22 -0.31
N -4.85 -21.62 -16.99 -0.42
H -3.94 -24.70 -17.52 0.22
H -3.24 -23.40 -16.43 0.51
H -4.44 -21.52 -16.08 0.27
H -5.74 -21.19 -17.11 0.22
C -2.56 -25.87 -15.23 -0.05
O -3.18 -26.94 -15.14 -0.85
N -2.81 -24.87 -14.46 0.58
N -1.51 -25.77 -16.16 -0.26
H -2.48 -23.91 -14.68 0.02
H -3.62 -25.09 -13.86 0.11
H -1.25 -26.73 -16.46 0.27
H -0.76 -25.16 -15.93 0.36
C -3.85 -28.18 -12.04 0.45
O -4.06 -28.60 -10.88 -0.78
N -2.81 -28.63 -12.80 -0.27
N -4.73 -27.27 -12.54 -0.15
H -2.60 -28.33 -13.74 0.26
H -2.09 -29.25 -12.39 0.16
H -5.47 -27.08 -11.88 0.15
H -4.83 -27.12 -13.52 0.27
C 2.54 -25.65 -8.24 0.38
O 3.36 -26.02 -7.37 -1.18
N 1.42 -24.96 -7.86 1.09
N 2.70 -25.97 -9.52 -0.05
H 1.30 -24.76 -6.88 -0.27
H 0.88 -24.51 -8.59 -0.56
H 3.63 -26.23 -9.78 0.32
H 2.18 -25.43 -10.20 0.07
C -7.30 -24.78 -9.85 0.49
O -7.39 -25.74 -10.63 -0.68
N -7.32 -23.49 -10.37 -0.44
N -7.21 -24.91 -8.49 -0.34
H -7.83 -22.89 -9.75 0.22
H -7.56 -23.48 -11.36 0.25
H -7.07 -24.14 -7.84 0.25
H -6.78 -25.81 -8.31 0.28
C 0.92 -24.15 -13.94 0.53
O 0.50 -23.99 -15.10 -0.99
N 0.33 -24.92 -13.04 0.15
N 2.01 -23.53 -13.56 -0.25
H -0.50 -25.37 -13.33 0.04
H 0.34 -24.74 -12.05 -0.21
H 2.43 -22.95 -14.24 0.26
H 2.49 -23.76 -12.71 0.10
C -6.04 -28.68 -8.98 0.29
O -5.80 -27.67 -8.32 -0.57
N -5.27 -29.83 -8.80 -0.50
N -7.05 -28.79 -9.89 -0.46
H -4.94 -30.37 -9.59 0.29
H -4.62 -29.67 -8.05 0.28
H -6.78 -29.28 -10.76 0.33
H -7.40 -27.89 -10.17 0.27
C 0.59 -29.34 -10.31 0.62
O -0.08 -28.97 -11.23 -0.62
N 1.81 -29.88 -10.67 -0.59
N 0.34 -29.51 -8.97 -0.22
H 2.30 -29.54 -11.45 0.28
H 2.43 -29.86 -9.89 0.18
H -0.60 -29.28 -8.75 0.17
H 1.18 -29.74 -8.47 0.10
C 3.40 -22.41 -9.86 0.35
O 3.84 -23.46 -10.38 -0.76
N 4.21 -21.57 -9.15 -0.09
N 2.12 -21.97 -10.06 0.95
H 5.14 -21.69 -9.37 0.27
H 3.77 -20.76 -8.80 -0.02
H 1.47 -22.74 -10.30 -0.52
H 1.79 -21.26 -9.34 -0.04
C -1.84 -26.43 -8.69 -0.12
O -1.91 -25.60 -7.76 -0.47
N -0.98 -26.45 -9.73 1.64
N -2.63 -27.61 -8.49 -0.09
H -0.32 -25.61 -9.93 -0.47
H -0.84 -27.36 -10.20 -0.50
H -3.38 -27.28 -7.84 0.33
H -3.19 -27.71 -9.35 -0.08
C -4.65 -23.28 -7.43 0.23
O -5.56 -22.43 -7.39 -0.92
N -3.92 -23.49 -8.52 0.59
N -4.33 -24.06 -6.35 -0.30
H -3.31 -24.37 -8.53 -0.49
H -4.15 -23.13 -9.40 0.18
H -4.05 -25.01 -6.67 0.13
H -5.08 -24.08 -5.69 0.30
C -0.05 -23.05 -5.17 0.37
O 0.89 -23.77 -4.86 -0.91
N -0.06 -21.71 -4.79 -0.27
N -1.08 -23.49 -5.98 0.18
H -0.73 -21.07 -5.14 0.11
H 0.67 -21.48 -4.13 0.26
H -1.97 -23.07 -5.84 0.10
H -1.11 -24.47 -6.31 -0.02
C 1.20 -18.91 -12.99 0.85
O 0.80 -18.72 -14.17 -0.90
N 1.35 -20.08 -12.44 0.24
N 1.49 -17.80 -12.28 -0.49
H 1.73 -20.10 -11.48 0.01
H 1.14 -20.95 -12.86 -0.11
H 1.59 -17.86 -11.26 0.34
H 0.92 -17.02 -12.59 0.18
C 1.54 -28.87 -6.14 0.43
O 1.10 -30.00 -5.74 -0.76
N 2.74 -28.70 -6.74 -0.23
N 0.75 -27.81 -6.06 -0.11
H 3.07 -27.78 -6.99 0.30
H 3.23 -29.57 -6.90 0.21
H 1.00 -26.90 -6.42 0.11
H -0.26 -27.96 -5.82 0.14
C 4.04 -22.69 -4.00 0.47
O 5.25 -22.57 -3.79 -0.72
N 3.05 -23.08 -3.10 -0.49
N 3.56 -22.64 -5.26 0.14
H 2.27 -23.57 -3.59 0.38
H 3.38 -23.53 -2.28 0.25
H 4.18 -22.26 -6.03 0.15
H 2.65 -22.99 -5.39 0.13
C -2.98 -20.04 -6.70 0.62
O -1.90 -19.48 -6.45 -0.84
N -3.47 -19.93 -7.93 -0.07
N -3.69 -20.82 -5.81 -0.24
H -2.94 -19.49 -8.68 0.02
H -4.36 -20.22 -8.18 0.18
H -4.53 -21.23 -6.21 0.15
H -3.57 -20.48 -4.83 0.27
C -1.67 -21.22 -15.23 0.21
O -2.54 -22.14 -15.19 -0.99
N -1.90 -19.96 -14.87 -0.05
N -0.41 -21.55 -15.63 -0.28
H -2.84 -19.64 -14.99 0.33
H -1.21 -19.22 -15.06 0.09
H 0.36 -20.88 -15.54 0.20
H -0.14 -22.54 -15.67 0.23
C 6.89 -22.55 -7.14 0.51
O 7.04 -22.04 -8.22 -0.64
N 5.90 -23.53 -6.81 -0.37
N 7.49 -21.99 -6.03 -0.47
H 5.76 -24.24 -7.55 0.17
H 5.83 -23.88 -5.84 0.24
H 7.04 -22.01 -5.16 0.27
H 7.99 -21.12 -6.24 0.24
C -2.01 -17.57 -11.11 0.37
O -2.56 -18.07 -10.15 -0.78
N -2.20 -18.09 -12.39 -0.22
N -1.16 -16.50 -10.99 -0.17
H -1.54 -17.82 -13.10 -0.08
H -2.50 -19.04 -12.44 0.23
H -1.41 -15.87 -10.22 0.28
H -0.88 -16.04 -11.85 0.23



# 2
88
Properties=species:S:1:pos:R:3:lowdin_spin:R:1 method="wB97M-V/def2-TZVPD" s2=24.767 charge=0 spin_multiplicity=10 homo_energy_ha="-0.40536 / -0.40542" lumo_energy_ev="-2.6 / -4.5"
Fe -2.37 3.88 -21.39 4.21
Cr -5.50 8.17 -22.58 3.81
C -5.95 3.72 -24.27 0.00
F -5.28 4.37 -25.27 0.00
F -7.28 3.76 -24.47 0.00
F -5.48 2.46 -24.11 0.00
S -5.51 4.66 -22.63 0.02
O -6.60 4.51 -21.68 0.01
O -4.17 4.17 -22.15 0.10
O -5.39 6.08 -22.95 0.02
N -3.06 2.74 -20.06 0.11
S -2.86 2.72 -18.29 0.01
O -1.85 1.92 -17.58 0.01
O -4.04 3.13 -17.50 0.02
F -2.06 4.10 -18.48 0.01
S -4.07 1.53 -19.87 0.01
O -5.48 1.67 -19.56 0.01
O -3.37 0.33 -19.43 0.03
F -4.17 1.29 -21.50 0.00
N -5.24 10.08 -22.14 0.03
S -5.71 11.55 -22.89 0.01
O -4.74 12.58 -23.07 0.00
O -7.13 11.91 -22.82 0.01
F -5.66 10.82 -24.30 0.01
S -4.49 10.83 -21.06 0.01
O -5.16 11.97 -20.35 0.00
O -3.06 10.91 -21.24 0.00
F -4.72 9.62 -19.99 0.00
N -1.88 5.69 -21.16 0.09
S -2.87 6.96 -20.54 0.02
O -3.81 7.56 -21.46 0.03
O -2.36 7.77 -19.45 0.02
F -3.80 5.89 -19.71 0.01
S -0.83 6.78 -21.51 0.01
O 0.17 7.11 -20.47 0.01
O -1.17 7.69 -22.58 0.02
F 0.05 5.79 -22.49 0.00
N -1.66 3.19 -22.99 0.12
S -1.15 1.60 -23.41 0.01
O 0.28 1.33 -23.49 0.02
O -2.07 0.78 -24.23 0.02
F -1.47 1.04 -21.98 0.00
S -1.25 3.61 -24.46 0.01
O -2.08 3.17 -25.53 0.02
O 0.18 3.78 -24.72 0.02
F -1.75 5.15 -24.31 0.00
C -2.42 9.00 -26.02 0.00
N -3.38 7.98 -25.36 0.00
O -3.50 6.90 -25.90 0.01
O -4.00 8.26 -24.31 0.01
H -2.72 9.23 -27.05 0.00
H -1.48 8.45 -26.12 0.00
H -2.22 9.91 -25.47 0.00
C 1.09 9.01 -25.08 0.00
N 2.29 8.48 -24.37 0.00
O 3.39 8.53 -24.90 0.00
O 2.16 8.23 -23.16 0.00
H 1.19 10.08 -24.92 0.00
H 0.15 8.68 -24.63 0.00
H 1.18 8.65 -26.11 0.00
C 0.54 10.54 -20.87 0.00
N 0.38 11.39 -22.07 0.00
O -0.47 11.14 -22.87 0.00
O 1.02 12.44 -22.14 0.00
H -0.45 10.34 -20.46 0.00
H 1.16 11.10 -20.17 0.00
H 1.09 9.67 -21.21 0.00
C 1.62 3.40 -19.29 0.00
N 0.58 2.70 -20.14 0.00
O -0.36 3.37 -20.53 0.05
O 0.77 1.49 -20.30 0.00
H 1.27 3.02 -18.33 0.00
H 1.50 4.48 -19.31 0.00
H 2.63 3.06 -19.52 0.00
C -8.01 6.21 -19.44 0.00
N -6.92 7.22 -19.61 0.00
O -6.45 7.38 -20.71 0.02
O -6.56 7.86 -18.64 0.01
H -7.95 5.71 -18.47 0.00
H -8.04 5.56 -20.31 0.00
H -8.90 6.84 -19.37 0.00
C 2.50 8.28 -18.11 0.00
N 2.40 6.79 -18.07 0.00
O 3.33 6.11 -18.52 0.00
O 1.39 6.29 -17.72 0.00
H 1.95 8.55 -19.02 0.00
H 3.55 8.56 -18.09 0.00
H 1.96 8.75 -17.28 0.00



# 3
22
Properties=species:S:1:pos:R:3:nbo_charge:R:1 method="wB97M-V/def2-TZVPD" smiles="CC(C)=C=N.CNC" charge=0 spin_multiplicity=1 homo_energy_ha=-0.27650 lumo_energy_ev=0.9 e_above_lowest_kcal_mol=65.26
C -2.25 0.86 -0.84 -0.61
C -1.49 -0.16 -0.04 -0.22
C -1.59 -1.59 -0.51 -0.61
C -0.88 0.15 1.10 0.41
N -0.92 0.45 2.29 -0.63
H -2.15 1.85 -0.41 0.22
H -1.85 0.89 -1.86 0.21
H -3.31 0.58 -0.91 0.22
H -1.03 -2.27 0.14 0.22
H -1.21 -1.68 -1.52 0.21
H -2.63 -1.93 -0.50 0.21
H -0.05 0.67 2.78 0.36
C 1.89 -0.57 -0.90 -0.41
N 1.46 0.61 -0.18 -0.67
C 2.21 0.90 1.02 -0.40
H 1.70 -0.41 -1.96 0.20
H 2.96 -0.76 -0.79 0.19
H 1.39 -1.48 -0.55 0.16
H 0.50 1.00 -0.36 0.40
H 3.28 0.95 0.78 0.19
H 1.89 1.84 1.45 0.20
H 2.09 0.10 1.77 0.15



# 4
15
Properties=species:S:1:pos:R:3:nbo_charge:R:1 method="wB97M-V/def2-TZVPD" smiles=C[C@@]1(CC#N)CN1 charge=0 spin_multiplicity=1 homo_energy_ha=-0.36629 lumo_energy_ev=0.8 e_above_lowest_kcal_mol=36.90
C -0.89 1.16 0.08 -0.62
C -0.21 -0.18 -0.09 0.09
C 1.30 -0.19 -0.48 -0.52
C 2.05 1.08 -0.39 0.28
N 2.79 1.90 -0.03 -0.32
C -0.68 -1.32 0.73 -0.25
N -1.00 -1.26 -0.70 -0.59
H -0.31 1.81 0.74 0.23
H -1.02 1.67 -0.88 0.22
H -1.88 1.03 0.52 0.21
H 1.45 -0.73 -1.42 0.27
H 1.83 -0.76 0.28 0.26
H -1.47 -1.14 1.47 0.20
H 0.01 -2.12 0.99 0.20
H -1.97 -0.97 -0.82 0.35